Record 1
21
Properties=species:S:1:pos:R:3:forces:R:3 method="wB97M-V/def2-TZVPD" largest_force_ev_per_a=3.65 total_energy_ev=-20314.0687 multiplicity=1 de_lowest_kj_mol=209.0 smiles=CCSC.O.O.O homo_lumo_gap_ev=8.7041
C 2.508240 -0.067662 -1.586702 -2.75 -0.22 -2.38
C 1.302577 0.902160 -1.385277 -0.09 1.62 -1.16
S -0.497929 0.363918 -1.644120 1.34 -0.51 0.72
C -0.177827 -1.163209 -2.568300 -0.06 0.12 -1.13
H 3.338612 0.586576 -1.624731 1.36 0.16 1.01
H 2.438262 -0.961362 -0.952443 0.71 0.50 0.00
H 2.474386 -0.360295 -2.700627 -0.09 -0.15 1.63
H 1.423461 1.541569 -0.468149 -0.51 -1.03 -0.56
H 1.384076 1.649454 -2.224624 0.23 -0.57 0.83
H -0.013848 -0.952701 -3.607271 0.52 0.88 -0.82
H -1.140966 -1.706351 -2.775209 1.08 -0.28 1.52
H 0.811277 -1.606972 -2.285513 -1.79 -0.56 0.36
O 2.200870 -3.819898 -1.562736 1.03 -1.34 0.56
H 3.011293 -3.253313 -1.607635 -0.84 -1.25 0.22
H 2.437034 -4.762650 -1.246902 -0.15 2.61 -0.80
O -3.044475 3.726729 5.628289 0.82 -2.05 0.31
H -2.308068 4.295768 5.773588 0.52 1.82 -0.01
H -2.497503 2.921889 5.812585 -1.34 0.17 -0.31
O -4.760834 0.947601 3.398580 -0.62 0.59 -0.74
H -4.477397 0.080433 3.661360 0.41 -0.21 0.51
H -4.411235 1.638319 3.965844 0.21 -0.32 0.24

=====

Record 2
89
Properties=species:S:1:pos:R:3:forces:R:3 method="wB97M-V/def2-TZVPD" largest_force_ev_per_a=0.48 total_energy_ev=-90245.2413 s_squared=0.760 multiplicity=2 de_lowest_kj_mol=48.1 homo_lumo_gap_ev="7.9226 / 8.2712" charge=+2
Ti 0.628138 0.425244 0.340067 0.15 0.13 0.44
C 2.651867 3.690869 -0.612581 0.03 0.05 -0.06
C 1.902291 3.160211 0.573445 -0.22 -0.02 -0.06
C 0.594044 3.593722 0.807569 0.06 0.02 -0.03
C -0.052897 3.335994 2.011118 0.02 0.00 0.00
C 0.594452 2.609082 2.999684 -0.03 -0.09 0.04
C 1.844463 2.058101 2.735107 -0.01 0.03 0.06
C 2.494403 2.324147 1.529296 -0.09 -0.10 -0.11
H 2.221469 3.352031 -1.555547 0.01 -0.01 -0.02
H 3.699494 3.408684 -0.593084 0.04 0.01 0.02
H 2.600591 4.780130 -0.607835 -0.01 0.00 0.00
H 0.113190 4.233217 0.078672 0.00 0.00 -0.03
H -1.039171 3.746076 2.182953 -0.03 0.00 0.02
H 0.133605 2.476838 3.971923 0.00 -0.02 -0.01
H 2.355943 1.484405 3.496825 0.00 -0.02 0.03
H 3.503226 1.967284 1.372065 0.03 -0.01 0.01
N -0.333408 -0.273051 2.236147 0.11 -0.09 0.21
C -1.559052 -1.061050 2.162216 -0.12 0.02 -0.08
C -1.809260 -2.031441 3.116075 -0.12 0.05 -0.06
C -2.971410 -2.786480 3.028648 0.04 -0.01 0.06
C -3.879956 -2.557683 2.006435 -0.01 0.01 -0.01
C -3.626307 -1.579287 1.058378 0.11 0.06 -0.02
C -2.454962 -0.825002 1.118954 -0.12 -0.16 0.12
P -1.998398 0.384562 -0.146239 0.22 -0.01 0.02
C -2.649825 1.960980 0.460368 -0.13 0.00 0.04
C -2.408514 3.118887 -0.279319 0.03 0.04 -0.01
C -2.915876 4.334702 0.142546 -0.01 0.01 0.02
C -3.650525 4.408496 1.321254 0.00 0.00 -0.01
C -3.888422 3.263079 2.064623 -0.01 0.03 0.01
C -3.400033 2.037992 1.630825 0.05 -0.02 0.01
C -2.955919 0.006602 -1.648396 -0.03 0.08 0.01
C -2.785468 -1.204095 -2.325577 0.08 0.08 0.02
C -3.513971 -1.473987 -3.469759 -0.03 -0.02 -0.02
C -4.419190 -0.542981 -3.959963 0.02 -0.02 -0.02
C -4.602478 0.654433 -3.291834 0.00 0.01 0.02
C -3.878759 0.929818 -2.140180 -0.03 -0.05 0.01
H -0.515438 0.560264 2.794898 -0.01 0.06 0.00
H 0.356303 -0.798404 2.778092 -0.04 0.02 -0.05
H -1.105439 -2.204141 3.920113 0.04 -0.01 0.04
H -3.165649 -3.553308 3.765641 -0.01 -0.01 0.01
H -4.785275 -3.144071 1.945081 -0.03 -0.02 0.00
H -4.330229 -1.411559 0.254099 -0.01 0.01 -0.04
H -1.838360 3.070796 -1.201802 -0.01 -0.03 -0.01
H -2.746218 5.224929 -0.445976 0.01 0.06 -0.03
H -4.045567 5.357989 1.652255 -0.02 0.05 0.01
H -4.470403 3.317263 2.973993 -0.02 0.00 0.02
H -3.615849 1.144906 2.202916 -0.01 -0.01 0.01
H -2.106041 -1.957109 -1.961126 0.08 -0.04 0.02
H -3.380995 -2.419277 -3.976490 0.01 -0.03 -0.02
H -4.985522 -0.756818 -4.854563 -0.03 -0.02 -0.04
H -5.318940 1.376511 -3.656630 -0.02 0.03 -0.01
H -4.062381 1.859007 -1.624795 0.00 0.05 0.03
C 2.076604 -4.284382 -0.929540 -0.11 0.06 0.12
Si 1.326357 -2.961488 0.168969 0.21 -0.10 -0.03
C 1.824346 -3.295449 1.953448 -0.06 0.11 -0.08
C -0.526262 -3.154800 -0.046325 0.05 0.14 -0.12
C 1.849517 -1.162190 -0.277832 -0.17 0.13 0.03
C 1.531554 -0.680208 -1.656866 0.11 0.06 -0.44
C 1.648198 -1.341535 -2.884607 0.02 -0.20 0.22
C 1.340312 -0.678212 -4.054182 0.00 0.02 0.03
C 0.883605 0.638522 -4.017903 -0.02 0.06 0.18
C 0.758120 1.242174 -2.787929 -0.07 -0.03 -0.15
N 1.089808 0.601946 -1.658486 0.13 0.11 -0.10
Si 3.734243 -0.880281 0.076346 0.04 -0.16 -0.08
C 4.789891 -2.295831 -0.545412 -0.06 0.11 0.13
C 4.293011 0.610036 -0.913668 -0.09 -0.03 0.06
C 4.032082 -0.718748 1.925792 -0.10 0.04 -0.08
H 1.703670 -5.232159 -0.532795 -0.01 -0.07 0.04
H 3.158516 -4.345004 -0.939937 0.09 0.04 0.02
H 1.720735 -4.234247 -1.957731 -0.04 0.03 -0.05
H 1.152089 -4.035989 2.387165 -0.06 -0.07 -0.01
H 1.812913 -2.417724 2.603474 -0.04 0.03 0.00
H 2.829646 -3.708104 2.018571 0.11 -0.02 -0.03
H -0.744897 -4.027304 -0.659262 0.02 -0.10 -0.06
H -0.934430 -2.288509 -0.564590 -0.03 -0.04 0.03
H -1.067029 -3.264139 0.888925 -0.03 -0.05 0.07
H 2.019493 -2.354670 -2.907042 0.00 -0.03 -0.01
H 1.462320 -1.182734 -5.002030 0.01 -0.02 -0.05
H 0.638052 1.174949 -4.921221 -0.02 0.03 -0.02
H 0.395717 2.259049 -2.676270 0.03 -0.06 -0.05
H 4.555264 -2.588508 -1.566577 -0.04 -0.01 -0.11
H 4.758585 -3.179881 0.087846 -0.04 -0.06 0.04
H 5.822865 -1.940665 -0.546464 0.06 0.03 0.02
H 4.590073 0.286903 -1.911246 0.02 -0.06 -0.08
H 5.171991 1.061528 -0.453018 0.08 0.04 0.03
H 3.540545 1.381440 -1.044497 -0.03 0.00 0.02
H 4.165092 -1.698383 2.378988 0.03 -0.10 0.00
H 3.225366 -0.227108 2.466800 -0.05 0.02 0.02
H 4.944663 -0.155800 2.118520 0.11 0.06 -0.02

=====

Record 3
45
Properties=species:S:1:pos:R:3:forces:R:3 method="wB97M-V/def2-TZVPD" largest_force_ev_per_a=2.43 total_energy_ev=-65501.6429 multiplicity=1 de_lowest_kj_mol=107.1 homo_lumo_gap_ev=6.2702 charge=+2
C 0.190630 0.632448 -5.257927 0.10 0.36 -2.40
C 1.580015 1.196541 -5.620992 -0.14 -0.11 0.48
C -0.031953 -0.716530 -5.972571 0.00 0.06 0.51
C -0.908187 1.636356 -5.665335 0.08 -0.16 0.48
Cl 0.110201 0.371168 -3.490214 -0.04 -0.13 0.90
H 0.008467 -0.598671 -7.061072 0.02 0.17 0.23
H -1.011118 -1.129525 -5.710870 0.13 0.03 -0.05
H 0.741628 -1.433074 -5.679129 -0.11 0.07 -0.05
H 1.667090 1.364578 -6.700276 -0.20 -0.10 0.19
H 2.365190 0.495533 -5.321025 -0.08 0.11 -0.05
H 1.748768 2.151195 -5.112929 0.00 -0.12 -0.08
H -0.895195 1.818472 -6.745761 0.15 -0.16 0.19
H -0.756053 2.593875 -5.156913 -0.04 -0.12 -0.08
H -1.896487 1.249852 -5.396714 0.12 0.07 -0.05
C 1.610136 -1.335534 2.406091 0.67 -0.04 -0.97
C 0.822166 -2.187714 1.578323 0.46 0.25 -0.59
C 0.801354 -1.607714 0.272748 0.78 -0.08 -0.13
H 0.437545 -3.180033 1.825408 -0.01 0.53 0.06
C 1.513433 -0.358275 0.305228 0.14 -1.37 0.60
C 2.122897 -0.257029 1.598777 -0.53 -0.70 0.12
H 2.975941 0.380010 1.850848 -0.85 0.26 0.19
H 1.834537 -1.536080 3.440890 0.23 -0.03 -0.13
H 0.468432 -2.120001 -0.636775 -0.08 0.52 0.54
H 1.631639 0.299273 -0.546952 0.12 0.01 0.06
C -2.375848 0.750771 1.515903 0.04 -0.54 -0.25
C -2.478310 -0.464085 2.274550 -0.26 0.09 -0.93
C -2.112152 -1.556123 1.428502 -0.24 0.61 -0.27
H -2.861965 -0.560167 3.279111 0.05 0.15 0.05
C -1.743715 -0.996824 0.167139 -0.31 -0.16 -0.34
C -1.858032 0.426885 0.216876 -0.72 -0.95 0.77
H -1.688069 1.066423 -0.640987 0.08 0.17 0.22
H -2.753814 1.715082 1.836476 0.50 -0.03 0.11
H -2.239224 -2.628173 1.620740 0.33 0.59 0.12
H -1.519942 -1.589663 -0.729342 -0.13 0.54 0.56
Ti -0.261283 -0.187740 1.780852 -0.52 1.10 0.13
C 1.331570 1.660665 5.844861 -0.43 0.12 -0.07
S 0.762003 0.662206 4.431172 -0.39 -0.29 0.46
C -0.257967 -0.548483 5.354379 0.16 0.53 -0.03
O -0.221372 1.397265 3.426637 0.94 -1.78 0.04
H 2.286191 1.225981 6.211443 -0.59 0.03 -0.50
H 0.584597 1.632303 6.655081 0.28 0.41 -0.43
H 1.535300 2.653675 5.422498 -0.18 -0.13 0.38
H -1.073324 -0.040376 5.885464 0.28 -0.06 -0.13
H -0.656451 -1.390419 4.769700 0.26 0.46 -0.25
H 0.470716 -0.958341 6.046101 -0.03 -0.15 0.38

=====

Record 4
20
Properties=species:S:1:pos:R:3:forces:R:3 method="wB97M-V/def2-TZVPD" largest_force_ev_per_a=1.49 total_energy_ev=-8371.9221 s_squared=0.755 multiplicity=2 de_lowest_kj_mol=227.7 homo_lumo_gap_ev="4.7912 / 7.6860"
C 2.055053 -0.732741 -0.276082 -0.59 -0.05 0.36
C 1.175218 0.512442 -0.430358 0.10 -0.32 -0.06
C 0.313263 0.677424 0.821810 -0.18 0.94 0.60
C -0.995849 -0.052773 0.878459 0.54 -0.14 -0.24
C -1.838429 -0.093279 -0.255845 0.18 0.42 0.29
N -3.118658 -0.770077 0.030585 -0.60 -1.33 -0.32
N 1.940583 1.740657 -0.666490 0.66 -0.23 -0.31
H 2.700078 -0.600272 0.602925 0.22 -0.01 -0.36
H 2.608223 -1.007929 -1.175123 0.17 0.17 0.09
H 1.394897 -1.562896 -0.021358 -0.02 -0.22 -0.06
H 0.530874 0.361268 -1.300537 -0.04 0.16 0.04
H 0.140457 1.760559 0.968208 -0.10 -0.17 -0.44
H 0.936352 0.450550 1.696854 -0.10 -0.35 -0.03
H -1.080651 -0.795963 1.675013 -0.29 -0.13 0.10
H -1.523850 -0.285793 -1.275915 -0.04 -0.03 -0.12
H -3.076413 -1.247683 0.940431 0.12 0.22 0.02
H -3.312401 -1.524267 -0.644075 0.13 0.28 0.12
H -3.971631 -0.207802 0.035553 0.18 0.40 0.15
H 2.387549 1.649298 -1.580524 -0.13 0.16 0.12
H 2.735334 1.729275 -0.023533 -0.22 0.20 0.03